1.
Formula: C57H136F6N10O17S6
Source: OMol25
Level of theory: ωB97M-V with the def2-TZVPD basis set

Properties
LUMO in eV: -6.26
HOMO-LUMO gap in eV: 5.82

The geometry in ORCA input format:
```
! wB97M-V def2-TZVPD RIJCOSX def2/J DEFGRID3
* xyz 4 1
C 4.79 -22.19 12.54
C 5.28 -23.56 13.01
N 4.24 -24.68 12.83
C 3.03 -24.30 13.64
C 3.73 -24.81 11.31
C 4.94 -25.05 10.30
C 4.88 -26.02 13.19
C 5.47 -26.26 14.58
O 4.60 -25.94 15.59
C 5.15 -25.79 16.95
H 4.77 -22.12 11.45
H 5.49 -21.40 12.79
H 3.81 -21.81 12.82
H 5.54 -23.51 14.06
H 6.22 -23.86 12.53
H 3.27 -23.84 14.60
H 2.55 -25.20 14.03
H 2.41 -23.63 13.05
H 3.17 -23.92 11.06
H 3.06 -25.67 11.21
H 5.67 -24.24 10.36
H 4.61 -25.01 9.26
H 5.44 -26.03 10.32
H 5.54 -26.27 12.36
H 3.93 -26.55 13.10
H 6.53 -26.03 14.71
H 5.59 -27.34 14.59
H 5.61 -24.81 17.05
H 5.87 -26.53 17.33
H 4.37 -25.83 17.70
C 15.92 -15.87 0.10
C 15.02 -16.41 1.23
N 15.57 -16.18 2.65
C 14.48 -16.74 3.59
C 16.89 -16.96 2.83
C 16.96 -18.43 2.36
C 15.80 -14.66 2.93
C 16.02 -14.25 4.41
O 17.26 -14.79 4.81
C 17.54 -14.45 6.09
H 16.79 -16.49 -0.10
H 16.22 -14.83 0.27
H 15.25 -15.83 -0.76
H 14.92 -17.49 1.14
H 14.00 -16.02 1.14
H 14.45 -17.81 3.43
H 13.56 -16.23 3.29
H 14.83 -16.71 4.62
H 17.18 -16.89 3.88
H 17.68 -16.38 2.34
H 17.99 -18.73 2.54
H 16.70 -18.60 1.31
H 16.31 -19.06 2.96
H 14.89 -14.18 2.57
H 16.60 -14.20 2.34
H 15.25 -14.56 5.12
H 15.97 -13.16 4.41
H 16.99 -14.99 6.86
H 17.53 -13.37 6.24
H 18.58 -14.75 6.22
C -1.56 -10.45 6.31
C -0.82 -9.24 5.77
N 0.51 -9.50 4.97
C 1.48 -10.09 6.07
C 0.39 -10.56 3.83
C 1.54 -10.64 2.78
C 0.99 -8.14 4.33
C 0.77 -6.86 5.10
O 1.55 -6.81 6.24
C 1.35 -5.76 7.15
H -2.30 -10.12 7.04
H -0.95 -11.28 6.66
H -2.11 -10.91 5.49
H -0.59 -8.56 6.58
H -1.47 -8.58 5.19
H 1.09 -10.94 6.62
H 1.72 -9.28 6.76
H 2.40 -10.45 5.59
H -0.60 -10.36 3.42
H 0.22 -11.51 4.34
H 1.50 -11.62 2.29
H 2.54 -10.65 3.22
H 1.50 -9.90 1.98
H 0.36 -8.05 3.45
H 2.03 -8.19 4.01
H -0.30 -6.75 5.30
H 0.92 -5.90 4.60
H 2.01 -5.76 8.01
H 0.30 -5.70 7.43
H 1.47 -4.78 6.69
C 11.53 -8.89 11.34
C 10.42 -8.82 12.42
N 9.71 -7.41 12.50
C 8.68 -7.35 11.36
C 8.93 -7.35 13.81
C 7.68 -8.28 13.80
C 10.73 -6.25 12.30
C 11.66 -5.94 13.44
O 10.97 -5.46 14.61
C 11.79 -5.33 15.75
H 11.78 -9.94 11.18
H 12.40 -8.37 11.73
H 11.38 -8.42 10.37
H 10.84 -8.91 13.42
H 9.75 -9.67 12.33
H 8.20 -6.37 11.24
H 8.07 -8.25 11.42
H 9.21 -7.48 10.41
H 8.65 -6.29 13.83
H 9.54 -7.59 14.67
H 7.99 -9.31 13.62
H 6.91 -7.96 13.10
H 7.22 -8.40 14.78
H 10.11 -5.38 12.08
H 11.30 -6.39 11.38
H 12.34 -5.17 13.08
H 12.20 -6.84 13.74
H 12.26 -6.28 15.98
H 11.19 -5.18 16.65
H 12.40 -4.42 15.73
C 12.98 -17.03 13.71
C 12.71 -16.99 12.28
O 13.46 -16.33 11.48
N 11.46 -17.81 11.85
H 10.99 -18.32 12.58
H 10.71 -17.18 11.57
C 11.69 -18.80 10.64
H 13.31 -18.01 14.05
H 12.15 -16.61 14.28
H 13.85 -16.41 13.92
H 11.91 -19.81 10.98
H 12.38 -18.37 9.93
H 10.70 -19.00 10.21
C -5.23 -11.82 20.78
C -4.96 -13.17 19.99
C -3.58 -13.15 19.32
C -2.48 -13.39 20.40
N -0.96 -13.36 19.90
C -0.04 -13.42 21.16
C 0.13 -11.96 21.62
C -0.23 -11.06 20.44
C -0.59 -12.05 19.30
C -0.80 -14.50 18.77
C 0.67 -14.92 18.42
C 0.81 -15.83 17.22
H -5.08 -10.91 20.21
H -4.54 -11.89 21.63
H -6.26 -11.79 21.14
H -5.84 -13.37 19.37
H -5.07 -14.00 20.68
H -3.45 -12.28 18.67
H -3.54 -13.96 18.60
H -2.53 -14.34 20.93
H -2.54 -12.61 21.16
H 0.91 -13.78 20.77
H -0.57 -13.99 21.92
H 1.18 -11.77 21.84
H -0.60 -11.67 22.38
H 0.55 -10.36 20.18
H -1.04 -10.34 20.57
H 0.33 -12.15 18.73
H -1.44 -11.69 18.71
H -1.29 -14.04 17.91
H -1.42 -15.35 19.06
H 1.26 -15.21 19.29
H 1.13 -14.01 18.03
H 0.50 -16.82 17.54
H 1.83 -15.96 16.84
H 0.18 -15.49 16.40
C 6.58 -20.84 2.78
C 8.08 -21.04 2.89
C 8.72 -21.72 1.61
C 8.52 -23.25 1.54
N 9.11 -23.98 0.33
C 10.67 -23.89 0.30
C 11.13 -25.10 -0.65
C 10.06 -26.15 -0.43
C 8.86 -25.53 0.35
C 8.46 -23.34 -0.98
C 6.94 -23.51 -1.09
C 6.42 -23.12 -2.52
H 6.12 -20.32 3.62
H 5.96 -21.73 2.63
H 6.48 -20.23 1.89
H 8.38 -21.70 3.70
H 8.56 -20.10 3.19
H 9.76 -21.50 1.39
H 8.14 -21.21 0.84
H 7.50 -23.63 1.50
H 8.92 -23.77 2.41
H 10.95 -22.93 -0.14
H 10.92 -24.01 1.35
H 11.37 -24.67 -1.62
H 11.99 -25.50 -0.11
H 9.70 -26.65 -1.33
H 10.39 -26.97 0.22
H 7.87 -25.80 -0.01
H 8.84 -25.80 1.40
H 8.82 -23.98 -1.79
H 8.79 -22.31 -1.02
H 6.51 -22.74 -0.44
H 6.55 -24.44 -0.67
H 6.54 -22.06 -2.73
H 5.34 -23.30 -2.60
H 7.00 -23.60 -3.31
N 7.74 -14.97 9.74
S 7.86 -14.20 8.18
O 8.23 -12.79 8.30
O 6.92 -14.55 7.15
F 9.26 -14.93 7.87
S 6.31 -14.49 9.84
O 5.30 -15.46 9.45
O 5.94 -13.06 9.72
F 6.16 -14.63 11.47
N 9.88 -20.60 15.64
S 9.33 -20.05 16.99
O 10.23 -19.50 18.01
O 8.11 -20.68 17.48
F 8.68 -18.73 16.25
S 10.74 -21.84 16.33
O 10.03 -23.01 16.80
O 11.95 -21.42 17.02
F 11.37 -22.39 14.94
N 10.19 -12.30 1.89
S 9.89 -10.95 2.31
O 8.65 -10.71 3.02
O 10.46 -9.84 1.53
F 10.91 -10.90 3.59
S 9.41 -12.18 0.35
O 10.33 -12.15 -0.81
O 8.20 -11.37 0.19
F 8.78 -13.69 0.42
*
```

***

2.
Formula: C4H6NO
Source: OMol25
Level of theory: ωB97M-V with the def2-TZVPD basis set

Properties
Energy above the lowest of the compared OMol25 structures with the same formula, charge and spin in kcal per mole: 76.6
LUMO in eV: -6.73
HOMO-LUMO gap in eV: 6.07

The geometry in ORCA input format:
```
! wB97M-V def2-TZVPD RIJCOSX def2/J DEFGRID3
* xyz 1 1
C -1.74 -0.11 0.00
C -2.58 -0.75 0.81
C 1.50 0.69 0.90
C 1.55 -0.15 -1.46
N 1.64 -0.06 -0.17
O -3.23 -1.33 1.58
H -2.17 0.14 -0.95
H -0.71 0.25 0.10
H 0.58 1.18 1.31
H 2.19 0.62 1.72
H 1.28 -1.18 -1.79
H 1.68 0.71 -2.06
*
```

***

3.
Formula: C11H18Be2CaCl2F7N2O10S2
Source: OMol25
Level of theory: ωB97M-V with the def2-TZVPD basis set

Properties
LUMO in eV: -8.50
HOMO-LUMO gap in eV: 2.44

The geometry in ORCA input format:
```
! wB97M-V def2-TZVPD RIJCOSX def2/J DEFGRID3
* xyz 1 1
C 3.23 1.45 -1.73
C 2.36 2.34 -2.82
O 3.00 3.08 -3.77
O 0.89 2.36 -2.87
C 0.31 3.39 -1.99
C -1.31 3.01 -1.86
C -1.40 1.48 -1.24
O -2.13 0.53 -2.11
C -1.15 -0.29 -2.90
O -0.70 0.07 -4.11
H 2.84 0.33 -1.85
H 4.38 1.41 -2.05
H 3.08 1.77 -0.62
H 0.32 4.46 -2.52
H 0.79 3.45 -0.92
H -1.90 3.81 -1.24
H -1.68 2.93 -2.99
H -0.32 1.05 -0.96
H -2.00 1.58 -0.22
H -0.75 -1.34 -2.50
Cl 0.37 -1.78 -4.18
Be 0.97 -3.45 -2.78
C 1.70 6.49 0.57
O 1.15 5.19 0.74
H 1.79 6.69 -0.50
H 1.03 7.23 1.02
H 2.68 6.53 1.03
H 1.08 5.04 1.70
F -2.93 1.87 1.45
C 0.35 1.83 2.74
C 0.70 0.79 1.69
N 0.99 -0.07 0.81
H 0.14 1.34 3.70
H 1.19 2.52 2.88
H -0.53 2.40 2.43
Cl 2.87 -1.39 1.84
Ca -0.73 1.75 -5.35
O -4.56 0.03 -5.62
H -4.09 -0.69 -5.25
C -1.37 -7.00 4.75
F -1.05 -8.00 5.62
F -2.16 -7.56 3.79
F -2.17 -6.13 5.43
S 0.10 -6.18 4.04
O 0.81 -7.24 3.33
O 0.81 -5.63 5.20
N -0.69 -5.14 3.13
S 0.29 -4.19 2.32
O 1.05 -4.81 1.24
O 1.03 -3.20 3.10
C -1.00 -3.22 1.47
F -1.83 -2.58 2.34
F -1.81 -4.00 0.70
F -0.49 -2.26 0.64
Be -3.56 -2.09 -4.74
*
```

***

What did the third record say?
Formula: C11H18Be2CaCl2F7N2O10S2
Source: OMol25
Level of theory: ωB97M-V with the def2-TZVPD basis set

Properties
LUMO in eV: -8.50
HOMO-LUMO gap in eV: 2.44

The geometry in ORCA input format:
```
! wB97M-V def2-TZVPD RIJCOSX def2/J DEFGRID3
* xyz 1 1
C 3.23 1.45 -1.73
C 2.36 2.34 -2.82
O 3.00 3.08 -3.77
O 0.89 2.36 -2.87
C 0.31 3.39 -1.99
C -1.31 3.01 -1.86
C -1.40 1.48 -1.24
O -2.13 0.53 -2.11
C -1.15 -0.29 -2.90
O -0.70 0.07 -4.11
H 2.84 0.33 -1.85
H 4.38 1.41 -2.05
H 3.08 1.77 -0.62
H 0.32 4.46 -2.52
H 0.79 3.45 -0.92
H -1.90 3.81 -1.24
H -1.68 2.93 -2.99
H -0.32 1.05 -0.96
H -2.00 1.58 -0.22
H -0.75 -1.34 -2.50
Cl 0.37 -1.78 -4.18
Be 0.97 -3.45 -2.78
C 1.70 6.49 0.57
O 1.15 5.19 0.74
H 1.79 6.69 -0.50
H 1.03 7.23 1.02
H 2.68 6.53 1.03
H 1.08 5.04 1.70
F -2.93 1.87 1.45
C 0.35 1.83 2.74
C 0.70 0.79 1.69
N 0.99 -0.07 0.81
H 0.14 1.34 3.70
H 1.19 2.52 2.88
H -0.53 2.40 2.43
Cl 2.87 -1.39 1.84
Ca -0.73 1.75 -5.35
O -4.56 0.03 -5.62
H -4.09 -0.69 -5.25
C -1.37 -7.00 4.75
F -1.05 -8.00 5.62
F -2.16 -7.56 3.79
F -2.17 -6.13 5.43
S 0.10 -6.18 4.04
O 0.81 -7.24 3.33
O 0.81 -5.63 5.20
N -0.69 -5.14 3.13
S 0.29 -4.19 2.32
O 1.05 -4.81 1.24
O 1.03 -3.20 3.10
C -1.00 -3.22 1.47
F -1.83 -2.58 2.34
F -1.81 -4.00 0.70
F -0.49 -2.26 0.64
Be -3.56 -2.09 -4.74
*
```

***

- Look up the HOMO-LUMO gap of the second one.
  6.07 eV

***

- The highest HOMO-LUMO gap belongs to which entry?
  C4H6NO